{
  "formula": "C78H72Br6N12O24",
  "method": "the ωB97M-V functional and the def2-TZVPD basis",
  "species": ["H", "O", "C", "O", "C", "O", "O", "C", "Br", "C", "N", "H", "C", "H", "H", "C", "C", "H", "C", "C", "C", "C", "C", "C", "O", "C", "H", "H", "H", "O", "C", "H", "H", "H", "C", "C", "C", "C", "C", "N", "Br", "H", "H", "O", "H", "H", "C", "H", "C", "C", "H", "N", "C", "H", "C", "N", "C", "H", "O", "C", "H", "H", "C", "H", "O", "C", "C", "H", "C", "C", "H", "H", "C", "O", "N", "O", "C", "C", "C", "C", "H", "O", "N", "H", "N", "C", "N", "C", "C", "H", "H", "H", "C", "H", "C", "H", "C", "H", "C", "H", "H", "C", "H", "H", "C", "H", "C", "O", "C", "C", "H", "H", "H", "H", "O", "O", "C", "H", "H", "C", "C", "C", "H", "C", "C", "O", "H", "H", "C", "C", "H", "C", "H", "O", "H", "H", "H", "C", "H", "H", "C", "H", "H", "H", "H", "H", "C", "Br", "O", "H", "C", "H", "C", "Br", "H", "H", "O", "O", "H", "H", "C", "C", "O", "C", "H", "C", "H", "O", "C", "O", "C", "Br", "N", "C", "N", "Br", "H", "C", "C", "C", "C", "O", "H", "N", "C", "H", "N", "C", "H", "C", "H", "C"],
  "positions_angstrom": [[-4.516699, 0.242030, -7.112193], [-1.062879, 4.204620, 0.027207], [-3.017449, 1.291940, -1.142403], [6.789831, -4.698360, -1.921513], [5.273581, -7.421750, -0.382393], [-7.267979, -0.748790, -1.616533], [1.100241, -4.909400, 1.068617], [-4.682589, -5.195150, -0.669543], [-0.365139, 0.134340, 4.615267], [-3.208319, 0.863940, -5.678623], [-2.131559, 4.414330, -4.834103], [5.767371, -8.217530, -0.920263], [-4.963969, 2.653210, -1.772383], [5.241791, 3.654860, 5.451687], [-0.130219, 3.339750, 6.864567], [-4.382059, -7.378580, -1.523033], [2.876221, -3.358730, -3.672403], [-0.241449, 2.570340, -3.129863], [3.181241, 1.868670, -2.992743], [-5.827859, 1.149250, 1.805537], [4.091651, -5.376120, 1.020867], [-3.508829, 3.476820, -6.675733], [-5.699069, 1.526930, -1.740073], [-2.962489, 5.233140, 2.859857], [-5.601819, -2.008440, -1.220353], [0.077241, -4.358370, 3.077437], [-3.008759, -0.143740, -5.345213], [7.089161, 3.816520, 0.941157], [-3.190279, -5.718670, -2.120043], [7.775911, -6.571730, -1.452123], [1.916791, 2.226310, -2.570603], [3.837681, -3.870180, -3.718293], [2.114541, -1.957820, 3.928847], [-2.393389, 4.921380, 3.723187], [3.681081, -6.678880, 1.241017], [-6.025949, -7.014880, 0.156817], [0.471431, 1.783230, 5.463517], [3.116951, -1.557370, 3.893917], [2.367611, 5.677340, -0.906193], [-6.395709, -4.671520, 1.010287], [2.479071, -2.972260, -5.561403], [-0.114229, 1.553030, 1.061887], [-0.453849, -2.912780, -1.622473], [-7.573819, -4.947090, 1.256937], [2.602291, 4.838600, -0.267563], [3.892211, 1.975260, -2.186793], [-5.427789, -7.867410, -0.727563], [-4.205019, 6.223520, 4.265967], [2.674031, -2.115490, -2.886393], [-4.052649, 5.955550, 3.230887], [1.697771, -1.631280, -2.909843], [-6.130079, -0.906110, -1.337633], [3.561631, -0.936220, 5.019067], [-4.754929, 3.077380, 1.860707], [-3.490619, 0.102760, 2.674117], [4.703801, 5.356740, -1.868403], [6.959241, 3.250440, 4.236497], [0.506201, 0.395620, 2.196847], [1.554581, 0.582820, -7.199323], [-0.454879, 2.340360, 6.574897], [7.598671, 2.866010, 5.017347], [2.826681, -6.890530, 1.866807], [-0.204999, -5.336440, -4.639683], [0.826381, -0.179000, -0.775923], [5.008821, 4.670730, -0.952823], [-0.196359, -5.830510, -3.347673], [5.677591, -0.618900, 3.922597], [4.727571, 4.275510, 1.336547], [3.360711, 6.083210, -1.789613], [2.016091, 7.902330, -2.466003], [-2.975349, 3.397760, -1.571323], [3.464571, -2.230360, 1.972087], [1.026441, 7.468070, -1.629413], [-0.786869, 3.741240, 2.149427], [2.494021, 0.720300, -6.480823], [-0.592959, -1.226740, -5.228993], [-0.984929, -3.721870, 3.627517], [-3.990579, -6.044540, -1.472173], [5.153941, -5.040050, 0.226877], [0.759181, 2.239850, -3.366313], [-1.977759, -3.161540, 5.531347], [5.449741, 5.577400, -2.879723], [5.294531, 0.373910, 6.225917], [3.747071, -8.691030, 0.495727], [-0.711779, -1.578560, -4.061283], [0.697881, 0.843840, 1.221927], [-1.394179, 4.277160, 1.221777], [-0.364309, -4.977450, -2.281663], [1.115911, -4.528860, 5.266017], [4.004341, 7.542690, -3.282103], [-3.741979, -8.049010, -2.077313], [1.584081, -0.989640, 0.572717], [4.906271, -0.448840, 5.064227], [-4.367839, -4.162850, -0.710603], [-4.247569, 2.443230, -7.239443], [-3.408739, -0.778410, -0.761713], [5.204431, -1.269420, 2.790087], [1.977601, -4.847640, 5.833707], [-4.714919, 6.185290, 0.855137], [0.361471, 6.060810, -0.173633], [-1.782549, -3.367610, 2.991357], [-3.583989, 5.424190, 0.522327], [-0.032939, -5.955920, -5.507453], [4.455171, 1.063560, -4.415023], [3.414631, 1.251970, -4.195513], [1.660541, 8.664070, -3.144053], [-5.181629, 0.280640, -1.401113], [-7.231769, 2.969940, 1.544197], [-3.811149, 0.178540, -1.059553], [4.790531, 4.001550, 3.395097], [-5.895649, 6.897480, 2.527387], [3.405391, -1.356780, -3.164903], [-0.511029, -3.647090, -5.840693], [0.041781, -6.867390, -3.161763], [-2.362919, 5.535430, -5.318163], [-7.947889, 1.032600, 0.815087], [-4.964719, 6.431630, 2.239727], [-3.514189, 4.401910, -7.233033], [-4.857249, 2.507100, -8.128603], [-4.552599, -0.707970, 2.549907], [-4.096259, 1.147900, -6.701083], [-3.505359, 1.462370, 2.384847], [1.443631, 1.598550, 5.920477], [-2.605309, 1.942370, -5.033233], [4.217761, -7.719460, 0.465777], [-1.471969, 4.211490, -3.794383], [-6.816119, -7.337800, 0.818447], [-5.438009, 3.598610, -1.991263], [-3.599019, 2.521420, -1.474083], [3.269571, 7.263890, -2.541293], [-0.462499, 1.712650, 7.465977], [-4.722169, 2.005320, 1.987277], [0.142701, 1.754820, -5.310713], [-1.058019, -4.861840, 1.127417], [2.802161, -0.651890, 5.732337], [-2.608489, -0.301770, 3.148027], [-5.758239, -8.889540, -0.839133], [-0.038769, -4.040070, 5.826257], [0.509611, 2.556770, 4.696517], [-2.020919, 1.836310, -4.131213], [5.658381, 3.616400, 4.456017], [-2.704619, 2.165650, 2.559857], [-6.757909, 1.512780, -1.952343], [6.712271, -0.327900, 3.817027], [-3.525149, 5.144440, -0.519143], [-6.643859, -0.860710, 2.009507], [-5.758609, -0.243050, 2.044607], [3.145941, -2.381890, -1.003513], [6.493191, 0.789690, 6.278447], [5.450361, -4.002160, 0.190307], [3.911021, -1.746540, 2.828247], [-0.383939, -5.499970, -1.336683], [-0.499649, -3.979120, -4.813063], [-0.883159, -1.455800, 0.561007], [2.113751, -4.098830, -3.429503], [8.468501, 2.807400, 2.798497], [2.943631, 4.347780, 4.748567], [-0.772329, -0.819550, -3.108443], [2.015441, -5.306150, 3.466137], [-0.062949, -4.016930, 6.905737], [1.161301, 6.355780, -0.836693], [7.472781, 3.193410, 2.959577], [4.536991, 0.640520, 7.147737], [-0.537249, -3.056760, -3.774573], [1.927091, 2.788900, -1.648763], [-1.108259, -3.547910, 5.020387], [-4.398049, -1.706530, 2.931197], [3.665591, 0.627280, -6.997833], [-2.761509, 3.274840, -5.483493], [2.836571, 5.069080, 2.693567], [2.269731, 1.191600, -5.049373], [2.315971, 1.931830, 0.987787], [6.893871, -5.792060, -1.331103], [0.987041, 1.650250, -4.645473], [0.006061, -4.787840, 1.652907], [-2.305969, 2.693950, 5.852447], [5.811591, -1.407390, 1.907637], [0.730101, -0.373030, 0.292337], [6.662621, 3.623880, 1.914467], [-5.655399, -5.629190, 0.163297], [-0.459189, -3.581760, -2.470323], [-5.847009, -3.630820, 1.483367], [-1.961069, 1.260170, -0.920003], [-7.114839, 1.755650, 1.379817], [5.369241, 4.004840, 2.162017], [3.565401, -4.599510, 1.555967], [3.406271, 4.450890, 3.594067], [5.767941, -6.111010, -0.460613], [-5.349889, 6.525420, 0.050457], [1.213141, -4.710020, 3.875217], [0.146251, 8.093870, -1.635053], [-2.671219, 4.984610, 1.502407]],
  "forces_ev_per_angstrom": [[-0.62, 0.34, -0.53], [-0.23, 0.07, 1.58], [-0.40, 1.26, -0.13], [0.54, -1.26, 0.65], [0.76, 0.33, 0.12], [-1.83, 0.69, 0.07], [-1.36, -0.29, 0.74], [0.92, 2.27, 0.17], [1.04, 0.92, 0.94], [0.01, 1.43, 0.51], [0.05, 1.17, 0.85], [0.04, 0.10, -0.26], [1.81, 0.48, 0.39], [0.13, -0.13, 0.20], [0.18, -0.12, -0.13], [0.65, 0.04, 0.37], [-1.19, -1.13, -0.91], [0.38, 0.20, 0.36], [-0.59, -0.87, 1.09], [0.30, -0.47, 0.14], [-0.44, 0.14, 1.32], [-0.16, 0.13, 0.03], [-2.22, -2.35, 0.06], [0.84, -0.18, -0.11], [0.08, 0.41, 0.61], [2.33, -1.25, 0.73], [-0.10, 0.03, 0.00], [-0.19, -0.47, -0.26], [0.06, 0.22, 0.13], [1.44, -1.17, -0.23], [-1.48, 2.07, 0.25], [0.10, 0.65, 0.55], [-0.21, 0.13, -0.28], [0.79, -0.39, -0.55], [-0.23, -0.78, -1.27], [-0.67, 1.94, 0.51], [-1.66, 0.57, 0.53], [-1.37, -0.62, 1.36], [0.70, -0.65, 0.08], [-0.76, 1.77, 1.76], [0.37, 0.31, 0.01], [0.03, -0.17, -0.34], [-0.18, -0.03, 0.08], [1.56, 0.09, -0.47], [-0.25, -0.19, 0.08], [0.75, -0.01, -0.44], [0.71, 0.23, -0.55], [-0.15, -0.24, 0.06], [1.39, 1.22, 0.31], [-2.07, 1.25, -1.60], [-0.03, -0.52, -0.09], [2.92, -0.41, -1.21], [1.34, 1.77, 0.75], [-0.53, -0.01, -0.22], [2.38, 1.39, 0.76], [0.40, 2.13, -3.24], [0.39, -0.91, 0.09], [0.89, 0.69, 0.32], [-1.84, -0.28, 0.18], [-0.13, -0.05, -0.88], [-0.28, 0.25, 0.44], [0.00, 0.09, 0.14], [-0.67, 0.90, 0.43], [-0.27, 0.21, 0.08], [0.41, -1.30, 1.23], [0.45, -0.14, -0.74], [1.43, -0.01, -0.18], [0.15, 0.25, -0.22], [1.12, 1.18, -0.54], [0.92, -0.19, -0.78], [0.25, 0.00, 0.15], [0.16, -0.16, -0.27], [-0.65, 0.46, 0.14], [-0.66, 0.83, -1.03], [3.13, 0.74, -1.58], [-0.69, -0.31, 0.95], [-1.92, 0.91, 1.16], [-0.13, -1.99, -0.88], [0.45, -1.21, -0.60], [2.47, -2.14, -1.39], [-0.11, 0.23, -0.41], [-2.22, -0.53, 2.59], [3.35, 1.33, 1.38], [0.33, -0.18, 0.05], [1.58, -0.77, -0.40], [-0.85, -0.52, -0.65], [-0.30, -0.88, -1.09], [0.03, 0.62, 0.04], [0.62, -0.40, -1.82], [0.16, -0.01, 0.24], [-0.35, -0.24, -0.38], [-0.37, -0.03, 0.04], [-2.50, -0.23, -0.36], [-0.38, 0.28, 0.34], [0.72, -1.52, 0.93], [0.01, -0.05, 0.00], [-0.65, -0.08, 0.63], [-0.16, 0.01, 0.37], [0.83, -0.61, 2.22], [0.20, -0.19, 0.01], [-0.13, -0.17, -0.14], [0.24, -0.06, -0.02], [-0.07, -0.03, 0.01], [-0.27, -0.54, -0.79], [-1.18, 0.88, -0.74], [0.85, 0.46, -0.11], [1.06, 0.59, 0.81], [-0.12, -1.16, -0.11], [-1.61, -1.32, -0.31], [2.00, -0.91, 1.20], [0.10, 0.31, 0.09], [-0.15, -0.03, -0.21], [-0.22, 0.36, 0.03], [-0.21, -0.17, 0.02], [0.68, -1.80, 0.91], [1.18, 0.98, 1.06], [0.77, -0.73, -0.83], [0.06, 0.36, 0.53], [0.07, 0.59, 0.00], [-1.19, -1.13, -0.21], [0.59, -0.42, -0.20], [-1.43, 0.12, -0.12], [-0.01, -0.45, -0.41], [0.31, 1.48, 0.57], [-0.26, 1.16, 0.44], [-1.07, 0.49, -1.76], [-0.07, -0.01, -0.02], [0.18, 0.10, -0.10], [-0.06, 0.34, -0.46], [-1.67, -0.81, -0.24], [-0.54, -0.07, -0.25], [-0.11, -0.53, -0.09], [0.27, -0.67, -0.56], [-1.23, -0.43, -0.42], [0.40, -0.19, 0.61], [0.18, -0.06, -0.20], [0.09, -0.09, 0.25], [-0.99, 0.96, -0.27], [0.28, -0.46, -0.26], [0.11, -0.41, 0.02], [-2.25, 0.80, 0.44], [0.40, -0.39, 0.07], [-0.19, 0.30, -0.06], [0.04, 0.50, 0.70], [0.69, 0.07, 0.01], [0.00, -0.03, -0.28], [-0.21, 1.50, 0.35], [-0.06, -0.39, -0.08], [-2.41, -1.21, -0.97], [0.32, -0.19, -0.45], [0.58, -0.46, -2.18], [0.12, 0.84, 0.52], [0.76, 0.15, -1.29], [0.30, 0.26, 0.11], [0.12, -0.04, 0.17], [0.12, 0.21, -0.12], [0.55, -0.37, -1.76], [-0.41, -0.29, -0.14], [0.17, 0.33, -0.20], [-0.37, 0.21, 0.09], [0.45, -0.04, 0.27], [-0.45, 0.29, -0.67], [-0.47, -0.79, -1.41], [-0.68, -1.29, 0.62], [-0.44, -0.30, 0.36], [2.05, -1.28, 0.29], [-0.55, -0.31, -0.32], [-2.24, 0.22, 2.86], [-0.92, -1.75, -1.81], [0.75, -1.24, 0.76], [0.84, -0.15, 0.14], [-0.24, -0.62, 0.59], [-1.86, 2.38, -0.77], [0.40, 0.69, 0.26], [2.83, 1.47, 0.16], [0.98, -0.31, 0.64], [0.16, 0.13, 0.10], [0.53, 0.49, 0.09], [1.17, 0.22, 0.19], [-0.91, -1.67, 0.43], [-0.19, 0.02, -0.06], [-0.64, -2.72, -1.60], [0.08, -0.17, 0.02], [-0.38, 0.09, -0.89], [-1.64, 0.39, -1.60], [0.02, 0.14, 0.03], [-0.60, 1.50, 1.33], [-1.01, 0.38, 0.81], [-0.23, -0.02, 0.21], [-1.86, -0.20, -0.27], [-0.40, -0.34, 0.20], [-0.65, 0.43, 1.13]],
  "mulliken_charge": [0.4083, -0.3965, -0.2545, -0.5668, -0.7114, -0.6343, -0.2814, 0.1985, 0.0824, -0.8408, 0.9008, 0.4501, -1.1013, 0.5118, 0.4631, -0.3792, -0.1602, 0.1864, -0.6090, 0.1728, 0.3896, -0.5812, -0.3720, -0.2358, -0.5161, 0.2653, 0.4620, 0.4870, 0.4559, -0.5894, -0.4811, 0.5472, 0.3963, 0.3876, -0.7046, -0.4257, -0.4994, -0.1633, 0.3246, 0.9225, -0.1623, -0.6351, 0.0301, -0.5524, 0.2407, 0.5860, -0.6582, 0.4577, 0.2134, -0.7381, -0.5827, 1.1180, -0.4702, 0.2902, -0.4883, 1.0460, -0.6730, -0.3341, -0.5700, -0.8098, 0.3685, 0.3465, -0.7428, 0.1220, -0.5617, -0.6948, -0.0541, 0.3745, 0.1131, -0.3553, 0.6727, 0.2081, -0.6808, -0.3356, 1.0619, -0.5505, -0.1503, -0.8049, -0.1477, -0.1040, 0.4807, -0.6143, 1.0432, 0.4209, 1.1852, 1.1469, 0.9477, -1.0860, -0.5080, 0.4701, 0.3876, -0.2624, -0.6521, 0.5182, -0.7612, 0.4872, -1.1518, 0.4870, -0.8521, 0.4971, 0.6498, -0.0087, 0.4339, 0.5407, -0.9651, 0.3398, -0.8862, -0.6396, -0.3349, -0.4582, 0.4024, 0.3046, 0.5267, 0.5332, -0.6165, -0.5786, -0.5006, 0.4595, 0.3931, -0.4121, -0.5721, -0.2049, 0.3538, 1.1859, -0.6145, -0.3996, 0.4362, 0.6296, 0.4975, -0.6888, 0.4443, 0.0389, 0.4163, -0.4884, 0.5953, -0.2841, 0.3993, -0.5554, 0.1570, 0.4465, -0.2984, 0.9916, 0.5470, 0.4731, 0.4898, 0.5188, -1.0422, 0.0131, -0.5837, 0.5118, 0.3007, 0.4023, -0.6401, -0.0435, -0.0695, 0.4503, -0.6266, -0.0679, 0.0352, 0.3960, -0.6260, -0.4094, -0.5998, -0.6226, 0.5562, -0.7998, 0.4625, -0.6235, -0.4488, -0.5403, -0.0570, -0.0063, 0.9986, -0.0222, 0.8716, -0.1628, 0.5367, 0.1586, -0.7116, -0.0199, 1.2826, -0.4738, 0.0340, 1.1465, 0.4489, 0.0362, 1.1068, 0.1796, 0.4532, -0.3234, 0.3977, -0.0407],
  "energy_ev": -569294.4364,
  "multiplicity": 1,
  "mol_weight_g_mol": 2040.9,
  "homo_ev": -9.65,
  "orbital_gap_ev": 8.4824
}